# C4H5NO

A single C4H5NO molecule (ωB97M-V with the def2-TZVPD basis set, OMol25).

Geometry as XYZ:
```
11
C4H5NO (ωB97M-V with the def2-TZVPD basis set)
C -1.7985 -0.0144 0.1430
C -0.3023 -0.1243 0.0140
C 0.7139 0.9494 -0.1418
C 1.8365 0.1680 0.0425
O 1.6069 -1.1389 0.1609
N 0.2249 -1.2972 0.1971
H -2.2367 -1.0094 0.2764
H -2.0928 0.5987 1.0051
H -2.2277 0.4486 -0.7473
H 1.4276 0.9068 -1.1441
H 2.8482 0.5127 0.1942
```

Values from the calculation:
Kohn-Sham gap ... 0.383 hartree
Lowest unoccupied orbital energy ... 0.95 eV
Highest occupied orbital energy ... -9.49 eV
Relative energy (zero: lowest compared OMol25 entry of this formula, charge and spin) ... 98.9 kcal/mol

Löwdin atomic charge list, values in e, 8 entries: -0.0394 -0.3512 -0.0286 -0.2177 -0.0285 0.1198 0.0783 0.0837

# C53H55InN3O3P2SSb

A molecular structure, C53H55InN3O3P2SSb (ωB97M-V with the def2-TZVPD basis set, OMol25).

Geometry as XYZ:
```
119
C53H55InN3O3P2SSb (ωB97M-V with the def2-TZVPD basis set)
In 1.3430 0.0023 1.0935
O 0.9313 -0.7532 3.2242
N 1.1714 0.0349 4.2626
C 0.8534 -0.4256 5.4906
C 1.1162 0.3014 6.6190
C 1.7470 1.5401 6.4938
C 2.0346 2.0114 5.2342
C 1.7103 1.2667 4.0950
S 1.9373 1.9557 2.5280
H 0.3907 -1.4016 5.4961
H 0.8390 -0.0922 7.5851
H 1.9963 2.1240 7.3684
H 2.5100 2.9691 5.0783
O -0.7418 0.5688 0.1670
P -1.7014 1.4694 -0.5664
C -1.2657 3.2394 -0.4024
P 0.4184 3.7118 -0.9785
O 1.4272 2.7223 -0.4902
C 0.6941 5.3567 -0.3000
C 2.0169 5.7318 -0.0749
C 2.2993 6.9849 0.4422
C 1.2647 7.8601 0.7435
C -0.0536 7.4810 0.5351
C -0.3435 6.2330 0.0075
C 0.4777 3.7946 -2.7829
C -0.5406 4.3131 -3.5741
C -0.4051 4.3316 -4.9525
C 0.7615 3.8688 -5.5442
C 1.8079 3.4118 -4.7553
C 1.6643 3.3679 -3.3782
C -1.8379 1.0059 -2.2988
C -1.2829 -0.2040 -2.7060
C -1.4401 -0.6372 -4.0131
C -2.1470 0.1412 -4.9194
C -2.7249 1.3349 -4.5074
C -2.5866 1.7617 -3.1979
C -3.3577 1.3763 0.1437
C -3.5597 1.8463 1.4416
C -4.8151 1.7682 2.0184
C -5.8755 1.2218 1.3054
C -5.6732 0.7366 0.0219
C -4.4169 0.8122 -0.5620
H -1.2425 3.4192 0.6765
H -2.0546 3.8511 -0.8430
H 2.8141 5.0322 -0.2948
H 3.3250 7.2847 0.6101
H 1.4839 8.8389 1.1482
H -0.8586 8.1598 0.7827
H -1.3765 5.9513 -0.1551
H -1.4322 4.7290 -3.1195
H -1.2051 4.7217 -5.5679
H 0.8636 3.8918 -6.6209
H 2.7391 3.1078 -5.2151
H 2.4819 3.0344 -2.7502
H -0.7757 -0.8286 -1.9788
H -1.0335 -1.5933 -4.3163
H -2.2673 -0.1951 -5.9405
H -3.3028 1.9240 -5.2073
H -3.0886 2.6627 -2.8655
H -2.7334 2.2651 2.0058
H -4.9687 2.1218 3.0293
H -6.8579 1.1650 1.7545
H -6.4899 0.2856 -0.5257
H -4.2593 0.4320 -1.5631
N 3.8320 -0.0385 0.9114
C 4.1009 0.9341 -0.1580
C 3.3941 0.4671 -1.4207
N 1.9514 0.4417 -1.1568
H 4.1444 0.3300 1.8043
H 4.3474 -0.8943 0.7325
H 5.1693 1.0513 -0.3465
H 3.6841 1.8987 0.1417
H 3.7386 -0.5351 -1.6867
H 3.6367 1.1392 -2.2469
H 1.4279 0.0464 -1.9304
H 1.6263 1.4130 -1.0390
C 3.7470 -3.2778 1.4623
C 2.9377 -4.5139 1.1789
C 3.5569 -5.7627 1.1908
C 2.8611 -6.9118 0.8564
C 1.5234 -6.8320 0.4968
C 0.8862 -5.6034 0.5001
C 1.5876 -4.4495 0.8422
Sb 0.3658 -2.6770 0.8122
C -0.4615 -3.1478 -1.1191
C -1.7929 -3.5365 -1.2212
C -2.2964 -4.0018 -2.4267
C -1.4696 -4.0673 -3.5377
C -0.1438 -3.6759 -3.4320
C 0.3877 -3.2250 -2.2259
C 1.8626 -2.9246 -2.1364
C -1.0434 -3.3403 2.2792
C -0.6051 -4.3185 3.1684
C -1.4683 -4.8246 4.1254
C -2.7674 -4.3407 4.1976
C -3.1824 -3.3361 3.3413
C -2.3260 -2.8061 2.3766
C -2.7891 -1.6491 1.5385
H 4.5963 -3.5033 2.1059
H 3.1380 -2.5104 1.9429
H 4.1380 -2.8901 0.5154
H 4.6028 -5.8264 1.4661
H 3.3631 -7.8699 0.8710
H 0.9761 -7.7214 0.2147
H -0.1638 -5.5447 0.2375
H -2.4416 -3.5078 -0.3542
H -3.3267 -4.3267 -2.4861
H -1.8529 -4.4380 -4.4789
H 0.5064 -3.7455 -4.2969
H 2.4051 -3.8314 -1.8572
H 2.0749 -2.1623 -1.3818
H 2.2489 -2.5937 -3.1007
H 0.4092 -4.6939 3.1198
H -1.1308 -5.5889 4.8123
H -3.4540 -4.7358 4.9347
H -4.1889 -2.9420 3.4201
H -3.8314 -1.7630 1.2380
H -2.1795 -1.5083 0.6449
H -2.7162 -0.7326 2.1258
```

Values from the calculation:
Charge ... +2
Kohn-Sham gap ... 0.321 hartree
Lowest unoccupied orbital energy ... -4.33 eV
Highest occupied orbital energy ... -13.07 eV

Löwdin atomic charge list, values in e, 8 entries: 0.5560 -0.2850 -0.1951 0.0050 -0.0253 -0.0318 -0.0736 -0.6048

# C6H11BaO4

A molecular structure, C6H11BaO4 (ωB97M-V with the def2-TZVPD basis set, OMol25).

Geometry as XYZ:
```
22
C6H11BaO4 (ωB97M-V with the def2-TZVPD basis set)
O -1.6580 0.2752 -0.7021
C -1.8242 -1.1051 -0.3626
C -0.5161 -1.6200 0.1913
O 0.5465 -1.1956 -0.6591
C 1.8341 -1.1125 -0.0374
C 2.2364 0.3094 0.3159
O 1.6532 1.2258 -0.5751
Ba 0.2222 0.7747 -2.0486
H -2.1128 -1.6280 -1.2828
H -2.6298 -1.2378 0.3704
H -0.5307 -2.7147 0.2814
H -0.3499 -1.1671 1.1805
H 2.5530 -1.5683 -0.7301
H 1.7760 -1.6631 0.9117
H 3.3305 0.3986 0.2134
H 1.9197 0.5454 1.3428
C 0.2021 2.2532 -0.3329
O -0.6223 1.8237 0.6841
C -1.8533 1.2783 0.2765
H 0.6337 3.2176 -0.0339
H -2.3169 0.8702 1.1829
H -2.4933 2.0401 -0.1860
```

Values from the calculation:
Charge ... +1
Kohn-Sham gap ... 0.326 hartree
Lowest unoccupied orbital energy ... -2.95 eV
Highest occupied orbital energy ... -11.81 eV

Löwdin atomic charge list, values in e, 8 entries: -0.3889 -0.1447 -0.1594 -0.3742 -0.1693 -0.2219 -0.5835 2.1561

# C3H5N3O

2 unconnected molecules or ions with the total composition C3H5N3O (ωB97M-V with the def2-TZVPD basis set, OMol25).

Geometry as XYZ:
```
12
C3H5N3O (ωB97M-V with the def2-TZVPD basis set)
N 1.0786 -0.1554 1.9215
C 1.7561 0.4411 0.9282
N 2.2980 0.9978 0.0625
C -0.5738 0.8945 -1.3059
O 0.3201 0.3151 -2.0534
C -1.5352 -0.1007 -0.7897
N -1.3986 -0.6476 0.3564
H 1.5929 -0.8879 2.3905
H 0.1353 -0.4281 1.6149
H 0.9810 0.9836 -2.3067
H -2.4370 -0.2066 -1.4107
H -2.2174 -1.2057 0.5925
```

Values from the calculation:
Kohn-Sham gap ... 0.343 hartree
Lowest unoccupied orbital energy ... 0.32 eV
Highest occupied orbital energy ... -9.03 eV
Relative energy (zero: lowest compared OMol25 entry of this formula, charge and spin) ... 99.1 kcal/mol

Löwdin atomic charge list, values in e, 8 entries: 0.0849 -0.3872 0.1164 -0.0704 0.0211 -0.2489 0.0684 0.0954

# C12H14BrN3O4

A single C12H14BrN3O4 molecule (ωB97M-V with the def2-TZVPD basis set, OMol25).

Geometry as XYZ:
```
34
C12H14BrN3O4 (ωB97M-V with the def2-TZVPD basis set)
C -0.0657 0.8017 -2.5251
C -0.8967 -0.1498 -1.5585
C -1.3772 0.7429 -0.4711
O -0.4085 0.9926 0.5543
C -0.2929 2.1475 1.1178
O -1.0090 3.0709 0.8440
C 0.5144 2.2060 2.3287
C 1.2658 1.2178 2.9491
C 2.0383 1.8831 3.8988
Br 3.3346 0.8832 4.8400
C 1.6442 3.1047 4.0988
N 0.6684 3.3295 3.1908
C -0.0079 -1.3246 -0.8975
C 0.1732 -2.5528 -1.5846
C 0.3958 -3.7188 -0.6114
O -0.1320 -4.7716 -0.9661
O 1.3655 -3.6998 0.4550
N -0.9345 -2.7797 -2.7117
C -1.9544 -2.0202 -2.9481
N -2.0182 -0.7019 -2.4080
H -0.7586 1.2401 -3.2291
H 0.4101 1.5761 -2.0681
H 0.6015 0.1712 -3.0774
H -2.2405 0.2927 -0.1404
H -1.8136 1.6766 -0.8721
H 1.4170 0.2690 2.6166
H 1.9780 3.8572 4.8080
H 0.0246 4.1298 3.0967
H -0.2202 -1.3777 0.1229
H 0.9822 -0.9878 -0.8180
H 1.1372 -2.5673 -2.1644
H 1.3502 -4.6091 0.8135
H -2.6834 -2.3559 -3.6859
H -2.4878 0.0247 -2.9976
```

Values from the calculation:
Kohn-Sham gap ... 0.344 hartree
Lowest unoccupied orbital energy ... 0.47 eV
Highest occupied orbital energy ... -8.91 eV
Relative energy (zero: lowest compared OMol25 entry of this formula, charge and spin) ... 63.5 kcal/mol

Löwdin atomic charge list, values in e, 8 entries: 0.0123 -0.3656 -0.1233 0.0638 -0.4852 0.1177 -0.1162 -0.0443

# C22H25FN6O5PdSe

A molecular structure, C22H25FN6O5PdSe (ωB97M-V with the def2-TZVPD basis set, OMol25).

Geometry as XYZ:
```
61
C22H25FN6O5PdSe (ωB97M-V with the def2-TZVPD basis set)
Pd -0.2453 -0.0667 0.0204
F -0.9907 -2.3826 -6.6547
C -0.0737 -2.8446 -5.7811
C -0.0677 -2.3059 -4.5306
C 0.8684 -2.7243 -3.5815
C 0.9102 -2.0789 -2.2805
O 0.1634 -1.1320 -1.9820
C 1.9323 -2.5765 -1.4126
C 2.8007 -3.5479 -1.7923
N 2.7251 -4.1457 -3.0059
C 3.6988 -5.1689 -3.3350
C 3.2257 -6.5802 -3.5474
C 3.9999 -6.2240 -2.3155
C 1.7855 -3.7253 -3.9332
C 1.7604 -4.2618 -5.2276
C 0.8563 -3.8275 -6.1863
N 0.8823 -4.3835 -7.4803
C -0.1266 -4.0356 -8.4866
C 0.1165 -4.8618 -9.7500
N 0.6565 -6.2008 -9.3411
C 2.0572 -6.0598 -8.7807
C 2.1634 -4.6985 -8.0960
C 2.3275 -2.5510 0.9417
O 3.1704 -3.3794 1.0584
O 1.6278 -2.0732 1.9938
H -0.7740 -1.5271 -4.2756
H 3.5908 -3.8779 -1.1363
H 4.5195 -4.8014 -3.9396
H 3.7173 -7.1632 -4.3137
H 2.1668 -6.7624 -3.4226
H 5.0272 -6.5468 -2.2358
H 3.4541 -6.1930 -1.3828
H 2.4607 -5.0469 -5.4652
H -0.1205 -2.9812 -8.7717
H -1.1153 -4.2664 -8.0938
H 0.8617 -4.4260 -10.4119
H -0.8038 -5.0065 -10.3102
H 0.6530 -6.8512 -10.1271
H 0.0500 -6.5969 -8.6214
H 2.7532 -6.1631 -9.6107
H 2.1999 -6.8827 -8.0839
H 2.4564 -3.9228 -8.8124
H 2.9585 -4.7407 -7.3599
C -3.1209 -2.9239 1.8330
C -1.9227 -2.1075 1.4882
N -1.9575 -1.0570 0.7562
O -3.1642 -0.7163 0.2525
C -0.5777 -2.4739 1.9496
C -0.3637 -3.7626 2.6666
N 0.3237 -1.6164 1.6521
O 1.9652 -1.9265 -0.1936
H -4.0143 -2.5159 1.3752
H -3.2663 -2.9584 2.9139
H -2.9755 -3.9495 1.4895
H -3.0730 0.2275 0.0155
H -1.0447 -3.8178 3.5172
H 0.6553 -3.8749 3.0156
H -0.6196 -4.5943 2.0059
Se 1.1704 1.9056 -0.4171
C -0.6415 2.1413 -0.1936
N -1.7278 1.7345 -0.0475
```

Values from the calculation:
Charge ... +2
Kohn-Sham gap (spin up / spin down) ... 0.258 / 0.258 hartree
Lowest unoccupied orbital energy (spin up / spin down) ... -6.35 / -6.35 eV
Highest occupied orbital energy (spin up / spin down) ... -13.37 / -13.37 eV
Relative energy (zero: lowest compared OMol25 entry of this formula, charge and spin) ... 19.9 kcal/mol

Löwdin atomic charge list, values in e, 8 entries: 0.7110 0.0728 -0.1806 0.0955 -0.0522 -0.2843 -0.0382 -0.1190

no.,strongest force on any atom (eV/A)
1,1.84
2,1.31
3,9.92
4,1.11
5,5.21
6,1.48